Entry 1:
3 unconnected molecules or ions with the total composition C4H12NO2 at a distorted geometry. Source: the OMol25 dataset; level of theory: ωB97M-V/def2-TZVPD.

Geometry (Å):
1 C 0.95 0.34 2.49
2 C -2.55 -0.29 0.38
3 C 1.04 0.48 0.99
4 C -1.81 -0.36 -0.72
5 N 1.33 -0.54 -2.44
6 O 1.37 -0.36 0.17
7 O -1.03 0.69 -1.21
8 H 1.30 -0.67 3.01
9 H 1.36 1.29 3.04
10 H -0.12 0.21 2.60
11 H -3.23 -1.11 0.55
12 H -2.68 0.63 0.86
13 H 0.84 1.55 0.68
14 H -1.68 -1.26 -1.25
15 H 1.45 -1.54 -2.51
16 H 2.07 -0.04 -2.76
17 H 0.34 -0.24 -2.69
18 H 1.41 -0.09 -1.29
19 H -1.40 1.43 -0.77

## Properties
charge = +1
molecular weight = 106.1 g/mol
relative energy (zero: lowest compared OMol25 entry of this formula, charge and spin) = 68.4 kcal/mol
gap between HOMO and LUMO = 10.0 eV
lowest unoccupied orbital energy = -3.15 eV
HOMO level = -13.12 eV
total energy = -364.5262 a.u.
max |F| = 5.01 eV/Å

Here are the Löwdin charges for atoms 1 to 2, given in e: -0.04 0.04

Entry 2:
C4H5FN2O in the gas phase at a distorted geometry. Source: the OMol25 dataset; level of theory: ωB97M-V/def2-TZVPD.

Geometry (Å):
1 C 1.14 -0.81 0.20
2 C -0.22 -0.14 -0.27
3 C -1.16 -0.18 -1.25
4 C -2.17 0.73 0.32
5 H 1.95 0.60 1.29
6 H 3.25 0.43 0.13
7 H 1.63 -1.49 -0.63
8 H 0.87 -1.37 1.23
9 H -1.11 -0.30 -2.38
10 N 2.04 0.36 0.27
11 N -2.29 0.36 -0.86
12 O -0.92 0.46 0.81
13 F -3.00 1.36 1.14

## Properties
charge = 0
molecular weight = 116.1 g/mol
SMILES string = NCc1cnc(F)o1
relative energy (zero: lowest compared OMol25 entry of this formula, charge and spin) = 64.3 kcal/mol
gap between HOMO and LUMO = 9.9 eV
lowest unoccupied orbital energy = 0.70 eV
HOMO level = -9.17 eV
total energy = -439.9356 a.u.
max |F| = 5.07 eV/Å

Here are the Löwdin charges for atoms 1 to 2, given in e: -0.22 -0.19